Entry 1:
A cluster of 4 separate species, C25H55N5O9S in total, computed with the ωB97M-V functional and the def2-TZVPD basis.

ORCA input file:
```
! RIJCOSX wB97M-V def2-TZVPD def2/J DEFGRID3
* xyz 0 1
N 6.376 1.366 -5.189
C 5.660 0.631 -4.674
C 4.727 -0.300 -4.051
C 4.365 0.197 -2.628
C 3.196 -0.564 -2.180
N 2.322 -1.231 -1.849
C 5.544 -0.002 -1.643
C 5.743 1.091 -0.592
C 5.865 2.525 -1.129
S 4.330 3.441 -1.039
O 4.415 4.361 0.044
O 3.231 2.519 -1.073
O 4.343 4.310 -2.365
H 5.159 -1.301 -4.016
H 3.822 -0.371 -4.655
H 4.071 1.236 -2.711
H 6.461 -0.172 -2.208
H 5.350 -0.932 -1.108
H 4.972 1.059 0.177
H 6.683 0.876 -0.083
H 6.291 2.583 -2.131
H 6.527 3.099 -0.483
H 4.118 3.753 -3.129
C -4.163 -4.872 1.144
O -4.242 -3.684 0.387
C -3.574 -2.567 0.965
C -2.330 -2.204 0.178
N -1.285 -3.213 0.313
C -0.173 -3.068 -0.632
C -0.475 -3.133 -2.124
O -0.870 -4.411 -2.598
C -2.232 -4.740 -2.412
H -4.872 -5.579 0.716
H -3.165 -5.324 1.112
H -4.436 -4.696 2.190
H -3.348 -2.744 2.017
H -4.265 -1.722 0.917
H -1.945 -1.245 0.538
H -2.640 -2.068 -0.866
H -1.696 -4.129 0.194
H 0.542 -3.865 -0.409
H 0.332 -2.126 -0.421
H 0.454 -2.905 -2.644
H -1.201 -2.372 -2.437
H -2.878 -3.863 -2.503
H -2.409 -5.221 -1.445
H -2.506 -5.454 -3.189
C -0.625 1.299 -4.760
O -0.438 1.770 -3.442
C 0.816 2.397 -3.197
C 0.667 3.892 -3.021
N 0.316 4.550 -4.274
C -0.087 5.949 -4.146
C -1.297 6.290 -3.283
O -2.538 5.863 -3.810
C -2.874 4.512 -3.565
H -1.514 0.671 -4.757
H -0.781 2.112 -5.478
H 0.226 0.696 -5.090
H 1.529 2.164 -3.999
H 1.205 1.980 -2.269
H 1.614 4.304 -2.664
H -0.080 4.053 -2.234
H -0.431 4.037 -4.720
H -0.290 6.318 -5.154
H 0.771 6.517 -3.768
H -1.360 7.380 -3.239
H -1.185 5.943 -2.249
H -2.510 4.172 -2.592
H -2.493 3.848 -4.347
H -3.962 4.439 -3.572
C -1.121 -1.924 3.482
O -2.390 -1.676 4.066
C -2.963 -2.789 4.736
C -2.962 -2.602 6.238
N -1.613 -2.664 6.784
C -1.490 -2.248 8.179
C -1.895 -0.828 8.563
O -1.044 0.185 8.067
C -1.284 0.587 6.732
H -0.890 -1.083 2.830
H -0.331 -1.994 4.239
H -1.128 -2.833 2.878
H -2.453 -3.717 4.456
H -4.004 -2.864 4.404
H -3.562 -3.397 6.692
H -3.461 -1.646 6.448
H -1.000 -2.093 6.219
H -0.441 -2.374 8.459
H -2.067 -2.945 8.795
H -1.825 -0.760 9.651
H -2.938 -0.607 8.305
H -2.347 0.549 6.482
H -0.721 -0.018 6.015
H -0.941 1.617 6.634
*
```

Properties
LUMO energy ... 0.17 eV
Gap between HOMO and LUMO ... 0.3163 Eh
Structure (SMILES) ... N#CC[C@@H](C#N)CCCS(=O)(=O)O.COCCNCCOC.COCCNCCOC.COCCNCCOC
M ... 601.81 g mol⁻¹

Results of the Mulliken charge analysis, in e, for atoms 1 through 8: number 1, N, carries -0.464; number 2, C, carries 0.217; number 3, C, carries -0.892; number 4, C, carries 2.075; number 5, C, carries -0.543; number 6, N, carries -0.386; number 7, C, carries -1.042; number 8, C, carries -0.663


Entry 2:
A cluster of 10 separate species, C25H55NO15S6 in total in a non-equilibrium geometry, computed with the ωB97M-V functional and the def2-TZVPD basis.

ORCA input file:
```
! RIJCOSX wB97M-V def2-TZVPD def2/J DEFGRID3
* xyz 0 1
C -1.951 -4.202 0.442
C -1.453 -3.509 1.715
O -0.040 -3.411 1.535
C 0.323 -4.087 0.420
O 1.446 -4.294 0.113
O -0.755 -4.483 -0.259
H -2.581 -3.552 -0.163
H -2.451 -5.144 0.667
H -1.637 -4.044 2.649
H -1.953 -2.547 1.843
C -4.829 -0.155 0.723
C -5.642 -0.494 1.958
O -6.860 0.199 1.783
C -6.610 1.247 0.961
O -7.360 2.136 0.732
O -5.406 1.136 0.380
H -5.016 -0.786 -0.139
H -3.792 -0.040 1.025
H -5.105 -0.274 2.884
H -5.842 -1.569 1.965
C 3.628 -2.294 -2.523
C 3.288 -1.356 -1.356
O 3.310 -0.065 -1.962
C 3.975 -0.154 -3.142
O 4.330 0.810 -3.735
O 4.179 -1.424 -3.493
H 2.842 -2.949 -2.894
H 4.299 -3.000 -2.024
H 4.116 -1.377 -0.641
H 2.339 -1.521 -0.854
C 1.199 0.555 1.142
C 0.245 -0.466 0.545
C -0.206 -0.258 -0.908
C -1.549 -0.796 -1.119
N -2.598 -1.233 -1.279
H 1.472 0.136 2.118
H 0.848 1.580 1.122
H 2.204 0.479 0.707
H -0.661 -0.472 1.158
H 0.578 -1.505 0.602
H 0.560 -0.668 -1.559
H -0.299 0.820 -1.067
C 0.399 -1.055 4.537
S 1.836 -2.028 4.039
O 2.981 -1.535 4.879
C 1.456 -3.665 4.718
H 0.671 -0.016 4.338
H 0.015 -1.101 5.557
H -0.447 -1.220 3.863
H 1.567 -3.631 5.801
H 2.237 -4.332 4.353
H 0.491 -4.028 4.370
C 1.463 3.154 -3.105
S 0.176 3.138 -4.415
O -0.674 4.370 -4.176
C -0.758 1.664 -3.972
H 0.936 2.917 -2.180
H 2.013 4.085 -3.017
H 2.205 2.384 -3.332
H -0.957 1.633 -2.904
H -0.166 0.815 -4.320
H -1.689 1.616 -4.534
C -1.298 7.107 -0.669
S -0.359 5.543 -0.725
O 0.004 5.312 0.713
C -1.705 4.353 -1.114
H -1.871 7.251 -1.587
H -0.565 7.906 -0.598
H -1.960 7.070 0.194
H -1.337 3.374 -1.391
H -2.338 4.845 -1.850
H -2.324 4.276 -0.216
C 0.675 -1.601 -6.292
S 0.322 -2.648 -4.820
O 0.373 -1.821 -3.573
C -1.435 -3.002 -5.131
H 1.503 -0.977 -5.954
H -0.199 -0.963 -6.443
H 0.904 -2.062 -7.249
H -1.520 -3.993 -5.569
H -1.912 -2.238 -5.741
H -1.886 -3.004 -4.139
C 6.180 -2.324 2.442
S 6.194 -0.836 1.376
O 5.832 -1.420 0.014
C 4.603 -0.198 1.954
H 6.890 -3.031 2.017
H 5.192 -2.777 2.378
H 6.422 -2.092 3.478
H 4.676 0.010 3.024
H 3.769 -0.854 1.721
H 4.464 0.756 1.443
C -3.441 2.669 3.519
S -1.989 1.715 3.035
O -2.132 1.482 1.550
C -0.872 3.146 3.188
H -3.561 2.775 4.598
H -4.261 2.093 3.094
H -3.394 3.679 3.116
H -0.898 3.553 4.200
H -1.230 3.926 2.516
H 0.144 2.867 2.920
*
```

Properties
LUMO energy ... -0.11 eV
Gap between HOMO and LUMO ... 0.3076 Eh
M ... 802.11 g mol⁻¹

Results of the Mulliken charge analysis, in e, for atoms 1 through 8: number 1, C, carries -0.398; number 2, C, carries -0.107; number 3, O, carries -0.083; number 4, C, carries 0.675; number 5, O, carries -0.554; number 6, O, carries -0.368; number 7, H, carries 0.239; number 8, H, carries 0.275


Entry 3:
A cluster of 6 separate species, C25H57F9IO6PS in total in a non-equilibrium geometry, computed with the ωB97M-V functional and the def2-TZVPD basis.

ORCA input file:
```
! RIJCOSX wB97M-V def2-TZVPD def2/J DEFGRID3
* xyz 0 1
C 4.026 -5.852 2.999
C 3.938 -4.781 4.177
C 3.791 -3.272 3.597
I 2.148 -3.399 2.117
P 5.405 -2.814 2.638
C 5.521 -1.093 3.436
C 4.286 -0.137 3.115
C 4.626 0.998 2.020
F 4.984 2.138 2.808
F 5.776 0.709 1.270
C 3.368 1.462 1.167
F 3.545 2.804 0.827
F 2.219 1.427 1.984
S 2.994 0.487 -0.381
F 1.550 -0.070 0.277
F 3.708 -0.898 0.158
F 4.336 1.021 -1.173
F 2.131 1.819 -0.950
F 2.578 -0.324 -1.766
C 7.047 -2.570 1.697
C 7.158 -3.893 0.636
C 7.203 -5.364 1.398
O 8.439 -4.663 0.702
H 2.997 -6.279 2.739
H 4.427 -5.428 2.015
H 4.690 -6.746 3.258
H 2.973 -4.990 4.750
H 4.779 -4.848 4.937
H 3.542 -2.555 4.444
H 6.056 -3.891 3.365
H 4.710 -3.009 1.386
H 6.537 -0.665 3.181
H 5.537 -1.272 4.569
H 4.037 0.414 4.088
H 3.329 -0.678 2.825
H 7.050 -1.653 1.027
H 7.970 -2.655 2.353
H 6.569 -3.826 -0.385
H 7.210 -6.305 0.774
H 7.311 -5.394 2.527
C -2.430 -4.153 2.529
C -1.604 -4.667 1.362
C -2.468 -5.428 0.368
O -0.572 -5.524 1.848
H -2.892 -4.982 3.076
H -1.797 -3.618 3.243
H -3.218 -3.478 2.186
H -1.116 -3.828 0.858
H -2.930 -6.300 0.840
H -1.861 -5.801 -0.462
H -3.258 -4.790 -0.037
H -0.987 -6.271 2.296
C -5.856 -0.934 3.587
C -4.741 -0.519 2.639
C -5.095 0.753 1.887
O -4.499 -1.569 1.703
H -6.780 -1.136 3.036
H -5.591 -1.856 4.110
H -6.054 -0.156 4.328
H -3.817 -0.367 3.203
H -5.992 0.610 1.278
H -4.289 1.031 1.204
H -5.270 1.583 2.576
H -5.311 -1.712 1.200
C -1.597 2.586 -2.874
C -0.686 2.919 -4.044
C -0.265 1.665 -4.793
O 0.474 3.597 -3.564
H -1.086 1.941 -2.152
H -1.882 3.495 -2.338
H -2.505 2.080 -3.212
H -1.200 3.600 -4.728
H 0.293 0.988 -4.138
H 0.399 1.919 -5.624
H -1.132 1.131 -5.189
H 0.936 3.003 -2.958
C -7.132 2.404 -3.362
C -6.484 2.899 -2.079
C -5.555 4.073 -2.343
O -5.744 1.838 -1.481
H -6.376 2.058 -4.073
H -7.788 1.554 -3.157
H -7.721 3.193 -3.837
H -7.259 3.197 -1.367
H -4.743 3.783 -3.018
H -5.088 4.410 -1.413
H -6.094 4.913 -2.787
H -5.057 1.569 -2.103
C -1.072 7.972 -5.168
C -2.118 7.104 -4.486
C -1.570 6.473 -3.215
O -2.541 6.077 -5.382
H -0.201 7.377 -5.458
H -1.476 8.410 -6.084
H -0.740 8.780 -4.511
H -2.997 7.708 -4.246
H -0.715 5.826 -3.437
H -2.328 5.843 -2.741
H -1.253 7.236 -2.500
H -1.770 5.539 -5.600
*
```

Properties
LUMO energy ... -1.14 eV
Gap between HOMO and LUMO ... 0.2746 Eh
ΔE to the lowest compared entry with this formula, charge and spin ... 0.0 kJ/mol
Structure (SMILES) ... CC[C@H](I)[PH2](CCC(F)(F)C(F)(F)S(F)(F)(F)(F)F)C[C@@H]1CO1.CC(C)O.CC(C)O.CC(C)O.CC(C)O.CC(C)O
M ... 814.65 g mol⁻¹

Results of the Mulliken charge analysis, in e, for atoms 1 through 8: number 1, C, carries -0.847; number 2, C, carries -0.572; number 3, C, carries -1.004; number 4, I, carries 0.078; number 5, P, carries 0.971; number 6, C, carries -1.158; number 7, C, carries -0.501; number 8, C, carries 0.718


Entry 4:
A cluster of 4 separate species, C25H57N5O5 in total in a non-equilibrium geometry, computed with the ωB97M-V functional and the def2-TZVPD basis.

ORCA input file:
```
! RIJCOSX wB97M-V def2-TZVPD def2/J DEFGRID3
* xyz 1 2
C 1.530 -5.088 -1.293
O 1.343 -5.155 0.104
C 0.020 -5.556 0.486
C -0.205 -5.147 1.999
N 0.028 -3.674 2.253
C -0.097 -3.431 3.708
C 0.881 -2.256 4.066
O 2.100 -2.600 3.502
C 3.098 -1.669 3.568
H 2.572 -4.876 -1.533
H 0.859 -4.386 -1.786
H 1.397 -6.036 -1.814
H -0.110 -6.637 0.440
H -0.830 -5.181 -0.085
H 0.411 -5.841 2.570
H -1.187 -5.419 2.388
H 0.955 -3.351 2.016
H 0.066 -4.288 4.361
H -1.143 -3.169 3.864
H 0.938 -2.101 5.144
H 0.419 -1.384 3.603
H 3.868 -1.838 2.815
H 3.677 -1.854 4.472
H 2.832 -0.619 3.449
C -3.975 4.210 2.523
C -2.806 4.038 1.575
C -1.903 5.309 1.631
C -1.161 5.450 2.962
C -0.297 4.105 3.092
C -1.089 2.725 2.845
N -1.985 2.856 1.693
O -2.646 1.674 1.492
C -0.064 1.695 2.408
C -1.833 2.293 4.180
C -3.439 4.007 0.204
H -4.447 5.176 2.346
H -3.523 4.346 3.506
H -4.738 3.443 2.394
H -1.208 5.301 0.792
H -2.480 6.205 1.401
H -1.781 5.498 3.857
H -0.467 6.284 2.868
H 0.095 4.205 4.104
H 0.524 4.139 2.375
H -0.467 0.683 2.374
H 0.253 1.944 1.395
H 0.828 1.628 3.030
H -2.246 3.049 4.848
H -2.652 1.609 3.956
H -1.260 1.583 4.776
H -3.849 4.967 -0.109
H -4.202 3.229 0.189
H -2.728 3.808 -0.598
H -2.233 1.354 0.687
C 0.415 -0.990 -5.633
C 1.767 -0.978 -4.908
C 2.630 0.282 -5.428
C 2.116 1.599 -4.976
C 1.949 1.722 -3.451
C 1.131 0.501 -2.854
N 1.610 -0.810 -3.404
O 1.050 -1.971 -2.825
C 1.513 0.599 -1.300
C -0.393 0.900 -3.060
C 2.583 -2.277 -5.224
H 0.343 -1.713 -6.445
H 0.176 0.005 -6.008
H -0.313 -1.237 -4.860
H 3.648 0.266 -5.039
H 2.667 0.305 -6.517
H 1.195 1.767 -5.533
H 2.670 2.462 -5.346
H 1.450 2.644 -3.153
H 2.932 1.766 -2.984
H 0.889 -0.081 -0.720
H 2.556 0.288 -1.241
H 1.364 1.576 -0.841
H -0.668 0.962 -4.113
H -1.082 0.236 -2.538
H -0.686 1.871 -2.660
H 2.841 -2.378 -6.278
H 1.991 -3.166 -5.005
H 3.464 -2.252 -4.583
H 1.859 -2.453 -2.640
C -1.387 -1.399 0.063
O -1.681 -0.335 -0.396
N -1.967 -2.006 1.056
N -0.351 -2.130 -0.350
H -1.447 -2.821 1.349
H -2.564 -1.396 1.594
H -0.148 -2.977 0.162
H 0.236 -1.637 -1.007
*
```

Properties
LUMO energy (alpha / beta) ... -2.49 / -7.05 eV
Gap between HOMO and LUMO (alpha / beta) ... 0.2695 / 0.1021 Eh
M ... 507.76 g mol⁻¹

Results of the Mulliken charge analysis, in e, for atoms 1 through 8: number 1, C, carries -0.697; number 2, O, carries -0.331; number 3, C, carries -0.722; number 4, C, carries -0.914; number 5, N, carries -0.045; number 6, C, carries -1.069; number 7, C, carries 0.174; number 8, O, carries -0.385